C8H18Se as an isolated structure. Source: the OMol25 dataset; level of theory: ωB97M-V/def2-TZVPD.

As for the spin multiplicity: 1. As for the energy relative to the best compared isomer or geometry (same formula, charge and spin): 0.0 kcal per mole. For the HOMO energy, the calculation gives -0.3010 Ha. The LUMO energy is 0.78 eV. The calculation puts the frontier orbital gap at 9.0 eV.

Each line ends with the Mulliken charge.
Cartesian coordinates (Å):
C  -2.176  -0.484  -0.609  -1.649
C  -1.415  1.863  -0.015  -1.284
C  1.940  -0.113  1.616  -1.503
C  -0.163  -1.599  1.778  -1.450
C  1.590  -0.394  -2.879  -0.772
C  -1.056  0.508  -0.727  0.782
C  0.321  -0.242  1.218  -0.103
C  0.218  -0.069  -0.246  0.009
Se  1.051  -1.453  -1.317  0.200
H  -2.941  -0.130  -1.262  0.497
H  -1.944  -1.532  -0.858  0.290
H  -2.553  -0.390  0.544  0.255
H  -1.080  2.825  -0.572  0.301
H  -0.955  1.959  0.948  0.303
H  -2.498  1.817  0.194  0.397
H  2.547  -0.654  0.868  0.271
H  2.067  1.030  1.571  0.392
H  2.121  -0.506  2.541  0.501
H  0.729  -2.211  1.557  0.391
H  -1.036  -1.864  1.267  0.399
H  -0.430  -1.469  2.886  0.301
H  0.668  0.036  -3.435  0.214
H  2.043  0.414  -2.237  0.233
H  2.262  -0.952  -3.599  0.349
H  -0.910  0.714  -1.869  0.174
H  -0.130  0.501  1.814  0.290
H  1.008  1.013  -0.332  0.212

Forces on the atoms, in the same order (eV/Å):
-1.09 0.10 3.01
-0.08 0.52 -1.34
-2.76 2.49 -3.25
1.44 1.47 1.22
-1.01 1.36 0.13
-0.06 0.90 -2.54
3.48 -2.35 1.96
3.43 4.97 -0.39
-0.41 -1.19 -0.25
-1.06 -0.03 -0.22
0.12 0.53 0.16
0.51 -0.62 -2.73
-0.86 -1.77 0.59
0.34 -0.15 0.50
0.35 0.63 -0.38
-0.29 0.52 0.27
0.54 -1.78 0.19
0.45 -0.79 2.63
-0.96 -0.74 0.58
-1.15 -1.03 -0.65
0.76 -0.57 -1.50
1.61 -0.84 0.87
0.15 -0.38 -1.70
-0.71 0.73 1.26
-0.28 -0.16 1.87
-0.72 1.19 0.04
-1.74 -3.02 -0.34


C8H19B3O6SSn as an isolated structure. Source: the OMol25 dataset; level of theory: ωB97M-V/def2-TZVPD.

As for the spin multiplicity: 1. As for the energy relative to the best compared isomer or geometry (same formula, charge and spin): 0.0 kcal per mole. For the HOMO energy, the calculation gives -0.5645 Ha. The LUMO energy is -10.63 eV. The calculation puts the frontier orbital gap at 4.7 eV. The net charge is +2.

Each line ends with the Mulliken charge.
Cartesian coordinates (Å):
C  -0.241  -0.559  3.372  -1.270
C  0.926  0.280  2.819  0.555
C  0.579  1.664  2.235  -0.715
C  0.947  1.837  0.755  -0.343
B  -0.030  1.082  -0.235  0.388
O  -0.903  0.119  0.217  -0.229
B  -1.026  -0.877  -0.777  0.393
C  -0.530  -2.326  -0.403  -0.197
O  0.525  -2.743  -1.276  -0.353
C  1.710  -2.017  -1.173  0.147
C  2.896  -2.881  -0.747  -1.350
O  -1.396  -0.464  -2.036  -0.402
B  -1.124  0.876  -2.209  0.324
S  -2.276  2.096  -3.097  1.186
C  -3.635  2.287  -1.971  -0.845
O  -2.734  1.498  -4.316  -0.624
O  -1.538  3.333  -3.108  -0.642
O  0.042  1.313  -1.583  -0.239
H  -0.103  -0.712  4.444  0.358
H  -1.187  -0.043  3.199  0.314
H  -0.307  -1.548  2.912  0.306
H  1.667  0.413  3.616  0.597
H  1.435  -0.418  2.041  -0.511
H  1.074  2.449  2.809  0.453
H  -0.505  1.782  2.311  0.350
H  0.953  2.896  0.471  0.473
H  2.001  1.486  0.536  0.028
H  -1.351  -3.047  -0.489  0.383
H  -0.198  -2.368  0.648  0.144
H  1.543  -1.167  -0.397  -0.208
H  1.908  -1.522  -2.130  0.587
H  3.816  -2.561  -1.246  0.463
H  2.672  -3.924  -0.985  0.382
H  3.080  -2.839  0.342  0.465
H  -4.450  1.636  -2.292  0.333
H  -3.314  1.979  -0.968  0.188
H  -3.905  3.345  -1.967  0.395
Sn  2.981  -0.356  0.677  0.717

Forces on the atoms, in the same order (eV/Å):
0.07 -0.09 -0.05
-0.11 0.33 0.71
0.27 -0.29 -0.39
-0.67 -0.19 0.22
-0.02 0.31 -0.25
0.60 -0.35 -0.02
-0.67 0.10 -0.13
-0.72 -0.09 0.23
0.61 0.32 0.50
-0.31 -1.04 -0.92
0.09 0.48 0.16
0.14 0.09 0.75
0.06 -0.54 -0.65
0.26 0.49 -0.37
-0.14 -0.38 0.19
0.01 -0.20 0.07
0.03 -0.05 0.16
-0.27 0.55 0.30
-0.07 0.03 -0.11
0.09 -0.10 0.00
-0.03 0.12 0.06
0.17 -0.22 -0.31
-0.23 0.04 -0.03
-0.20 -0.15 0.11
0.16 0.22 0.07
0.39 -0.16 -0.10
0.00 0.80 0.00
0.26 -0.07 -0.14
0.04 -0.07 -0.15
-0.65 0.01 -0.45
-0.03 0.29 0.16
-0.04 -0.22 -0.04
0.13 0.09 0.00
-0.05 -0.43 0.09
0.03 0.18 -0.01
-0.01 0.19 -0.06
-0.01 -0.14 -0.05
0.80 0.14 0.46


C8H19BNOOsS3 as an isolated structure. Source: the OMol25 dataset; level of theory: ωB97M-V/def2-TZVPD.

As for the spin multiplicity: 5. The expectation value of S² is 6.02. For the HOMO energy (alpha / beta), the calculation gives -0.7110 / -0.7581 Ha. The LUMO energy (alpha / beta) is -10.67 / -13.33 eV. The calculation puts the frontier orbital gap (alpha / beta) at 8.7 / 7.3 eV. The net charge is +3.

Each line ends with the Mulliken charge.
Cartesian coordinates (Å):
Os  -0.345  -0.520  -0.611  1.115
C  -0.534  1.425  2.049  -0.761
C  0.045  2.381  1.019  -0.548
S  -0.123  1.855  -0.745  0.006
C  1.570  2.138  -1.410  -0.642
C  2.353  0.876  -1.743  -0.668
S  2.025  -0.524  -0.640  -0.068
C  2.614  0.085  0.983  -0.604
C  1.765  -0.377  2.158  -0.769
S  -0.042  -0.321  1.977  -0.071
H  -0.285  1.796  3.046  0.531
H  -1.623  1.380  1.992  0.370
H  -0.503  3.323  1.084  0.515
H  1.095  2.601  1.191  0.391
H  1.429  2.723  -2.320  0.463
H  2.081  2.785  -0.698  0.438
H  2.116  0.498  -2.738  0.426
H  3.427  1.078  -1.722  0.452
H  3.626  -0.306  1.094  0.582
H  2.682  1.168  0.915  0.305
H  1.958  -1.424  2.398  0.438
H  2.022  0.206  3.046  0.482
B  -5.078  -0.257  -0.740  -0.231
C  -3.515  -0.308  -0.687  0.382
N  -2.365  -0.365  -0.612  -0.464
H  -5.629  -1.360  -1.024  0.260
H  -5.701  -0.111  -1.857  0.290
H  -5.539  0.482  0.064  0.080
C  0.436  -3.664  -1.011  -0.554
O  -0.530  -2.574  -0.700  -0.358
H  0.005  -4.283  -1.792  0.336
H  0.604  -4.240  -0.105  0.316
H  1.351  -3.201  -1.358  0.237
H  -1.394  -2.965  -0.501  0.324

Forces on the atoms, in the same order (eV/Å):
0.63 0.31 0.33
0.02 0.03 0.03
-0.17 0.14 0.07
0.14 -0.28 -0.06
0.02 0.12 -0.09
0.02 0.07 0.02
0.00 0.00 -0.20
-0.03 -0.01 0.12
0.01 -0.03 -0.01
-0.06 0.03 -0.25
-0.03 0.00 0.01
0.00 0.02 0.03
0.04 0.03 -0.01
0.02 -0.06 -0.01
-0.01 0.02 0.01
-0.01 -0.02 0.03
-0.02 -0.02 0.00
0.01 -0.02 -0.02
0.02 0.02 0.00
-0.03 0.00 -0.02
0.00 0.00 0.02
0.02 -0.04 0.02
0.11 0.58 0.70
-0.22 -0.27 -0.33
-0.40 -0.05 0.09
-0.04 0.40 -0.62
0.04 -0.72 0.18
0.03 -0.03 -0.03
0.06 -0.17 -0.06
0.00 -0.20 0.04
-0.06 0.05 -0.03
-0.04 0.05 0.05
-0.02 0.06 -0.01
-0.03 0.00 -0.02


Let's list maximum force in order: 0.1176 0.0276 0.0178 hartree/bohr.